This record from the OMol25 dataset describes C41H32N3O4PS3Sn as an isolated structure. The level of theory is ωB97M-V/def2-TZVPD.

Last column: Löwdin charge in e.
Cartesian coordinates (Å):
Sn1 1.37 -1.08 -1.59  1.138
S1 -0.75 -2.72 -1.27  0.412
S2 -5.88 -0.71 0.37  0.598
S3 -3.16 -1.89 0.36  0.953
P1 1.90 -1.73 1.12  1.039
O1 5.38 -0.76 -1.29  0.059
O2 1.31 1.19 -0.96  -0.259
O3 -0.57 4.26 -0.50  -0.071
O4 3.45 -1.90 -1.15  -0.342
N1 0.39 3.21 -2.91  0.135
N2 -4.34 -1.34 -1.82  -0.136
N3 -3.08 -1.76 -2.19  -0.006
C1 6.25 -1.93 2.67  -0.065
C2 -3.26 1.91 -1.32  -0.048
C3 1.20 -3.31 1.72  -0.367
C4 -2.76 1.35 -2.48  -0.067
C5 4.73 -1.65 0.81  -0.132
C6 -0.19 -0.38 2.24  -0.112
C7 3.23 4.29 -0.84  -0.043
C8 -1.29 3.28 -1.09  -0.217
C9 3.88 -2.17 3.01  -0.097
C10 -0.09 -4.70 3.20  -0.073
C11 1.45 -4.42 0.92  -0.114
C12 1.27 1.18 4.00  -0.073
C13 -0.78 2.72 -2.27  -0.164
C14 -5.21 -1.02 -2.91  -0.193
C15 3.11 1.82 0.43  0.000
C16 1.19 -0.53 2.31  -0.368
C17 0.93 -5.66 1.25  -0.072
C18 -2.54 2.87 -0.63  0.002
C19 -0.84 0.49 3.09  -0.071
C20 4.54 -1.39 -0.67  -0.643
C21 -5.44 -0.73 -5.30  -0.080
C22 2.24 3.35 -1.26  -0.136
C23 1.55 3.65 -2.45  0.016
C24 0.42 -3.45 2.86  -0.082
C25 -4.66 -1.03 -4.19  -0.049
C26 3.65 -1.87 1.67  -0.279
C27 4.02 2.75 0.82  -0.040
C28 -2.34 -2.09 -1.19  -1.100
C29 1.92 0.27 3.18  -0.094
C30 -1.53 1.76 -2.95  -0.007
C31 6.02 -1.67 1.33  -0.013
C32 -0.11 1.28 3.97  -0.084
C33 4.07 4.02 0.20  -0.085
C34 0.17 -5.80 2.40  -0.079
C35 -1.05 4.84 0.70  -0.056
C36 -6.56 -0.70 -2.75  -0.042
C37 -6.78 -0.42 -5.14  -0.094
C38 -4.59 -1.29 -0.47  -1.090
C39 -7.33 -0.40 -3.87  -0.079
C40 2.15 2.07 -0.60  -0.335
C41 5.17 -2.19 3.51  -0.072
H1 7.26 -1.93 3.06  0.105
H2 -7.39 -0.19 -6.00  0.101
H3 3.00 0.20 3.23  0.101
H4 -1.26 4.08 1.45  0.094
H5 -0.25 5.48 1.05  0.097
H6 -0.69 -4.81 4.09  0.105
H7 0.25 3.32 -3.90  0.160
H8 6.84 -1.49 0.64  0.120
H9 3.26 5.25 -1.33  0.115
H10 1.84 1.79 4.69  0.105
H11 0.20 -2.60 3.49  0.102
H12 3.04 -2.38 3.66  0.109
H13 2.07 4.29 -3.14  0.145
H14 -7.01 -0.69 -1.78  0.022
H15 -2.95 3.31 0.27  0.109
H16 4.72 2.52 1.61  0.115
H17 -1.13 1.33 -3.86  0.124
H18 -0.76 -0.98 1.53  0.060
H19 -1.95 5.44 0.52  0.100
H20 -8.37 -0.15 -3.73  0.105
H21 1.12 -6.51 0.61  0.107
H22 -4.99 -0.75 -6.28  0.104
H23 -4.24 1.62 -0.96  0.096
H24 5.34 -2.41 4.56  0.105
H25 2.05 -4.29 0.02  0.107
H26 -0.24 -6.77 2.66  0.104
H27 -3.62 -1.28 -4.31  0.101
H28 3.08 0.84 0.88  0.077
H29 -0.62 1.98 4.62  0.103
H30 -1.92 0.56 3.07  0.107
H31 4.79 4.76 0.52  0.102
H32 -3.33 0.60 -3.01  0.071

Summary:
Spin multiplicity ... 1
Total energy ... -103322.53915 eV
HOMO-LUMO gap ... 6.338 eV
E_LUMO ... -1.065 eV

This record from the OMol25 dataset describes C41H33ClIIrN2O2PS as an isolated structure. The level of theory is ωB97M-V/def2-TZVPD.

Last column: Mulliken spin population.
Cartesian coordinates (Å):
Ir1 -1.49 -0.30 -0.22  0.637
I1 -0.73 -2.89 -0.26  0.109
Cl1 -6.45 -3.23 -4.31  0.001
S1 -0.29 2.79 -0.60  -0.013
P1 0.46 -2.16 2.72  0.003
O1 -1.41 3.54 -1.09  0.013
O2 -0.01 2.70 0.79  -0.001
N1 -1.58 -0.30 -2.26  0.018
N2 -0.52 1.17 -1.08  0.183
C1 -4.96 -3.19 -2.07  -0.003
C2 1.79 -2.97 -1.70  -0.005
C3 -2.09 -1.36 3.45  0.004
C4 -0.96 0.24 2.02  -0.040
C5 -2.10 -0.33 -4.55  -0.005
C6 -0.96 0.88 -2.39  -0.030
C7 -5.63 -1.04 -2.98  0.004
C8 1.10 4.29 -2.37  0.001
C9 2.26 -2.71 4.70  0.000
C10 3.49 4.10 -2.68  0.000
C11 2.07 -1.67 0.38  0.010
C12 -5.62 -2.44 -3.04  0.004
C13 1.23 -0.99 6.62  0.000
C14 3.10 -2.63 -2.11  -0.003
C15 3.33 -1.25 -0.13  0.001
C16 4.76 4.60 -3.30  0.000
C17 -3.56 -0.46 0.08  0.005
C18 4.11 -0.31 0.60  0.001
C19 -4.96 -0.41 -1.96  -0.002
C20 -4.30 -2.54 -1.05  0.012
C21 -2.16 -0.91 -3.30  -0.003
C22 1.14 -1.93 4.40  0.002
C23 -0.89 1.54 -3.60  0.008
C24 2.35 2.59 -1.17  -0.003
C25 -1.46 0.90 -4.69  0.003
C26 -3.13 0.78 2.99  0.023
C27 -0.96 -1.01 2.72  0.012
C28 0.63 -1.07 5.36  0.000
C29 2.46 -0.29 2.33  0.002
C30 1.68 -1.23 1.70  -0.021
C31 -4.26 -1.14 -0.99  0.001
C32 1.32 -2.49 -0.51  0.040
C33 -3.15 -0.47 3.60  -0.001
C34 3.83 -1.77 -1.35  0.005
C35 2.34 -1.76 6.90  0.000
C36 3.50 3.03 -1.78  0.002
C37 1.15 3.22 -1.48  0.006
C38 2.27 4.71 -2.97  0.000
C39 -2.05 1.13 2.20  0.017
C40 2.86 -2.62 5.94  0.000
C41 3.66 0.21 1.77  0.000
H1 -2.54 -0.84 -5.40  0.000
H2 0.15 4.78 -2.58  0.000
H3 -6.18 -0.48 -3.72  0.000
H4 4.63 4.78 -4.37  0.000
H5 -0.41 2.50 -3.69  0.000
H6 2.37 1.77 -0.46  0.000
H7 1.18 -3.58 -2.34  0.000
H8 5.04 5.56 -2.84  0.000
H9 5.58 3.91 -3.16  0.000
H10 -3.95 1.48 3.15  0.000
H11 -3.47 -1.01 1.02  0.003
H12 -1.42 1.38 -5.66  0.000
H13 -5.00 -4.27 -2.12  0.000
H14 4.81 -1.44 -1.68  0.000
H15 5.07 -0.02 0.19  0.000
H16 -2.12 -2.32 3.96  0.000
H17 -3.99 -0.75 4.22  0.000
H18 3.73 -3.22 6.16  0.000
H19 2.81 -1.69 7.88  0.000
H20 2.18 0.04 3.32  0.001
H21 -0.24 -0.45 5.16  0.000
H22 4.45 2.54 -1.56  0.000
H23 -4.97 0.68 -1.90  0.000
H24 0.82 -0.32 7.36  0.000
H25 2.65 -3.40 3.96  0.000
H26 -3.82 -3.12 -0.27  0.003
H27 -2.64 -1.86 -3.11  -0.001
H28 2.24 5.54 -3.66  0.000
H29 -1.99 2.12 1.76  0.001
H30 -0.03 0.65 1.67  -0.001
H31 4.24 0.94 2.31  0.000
H32 3.49 -3.03 -3.03  0.000
H33 -3.85 0.58 0.22  -0.001

Summary:
Spin multiplicity ... 2
Total energy ... -93697.80056 eV
HOMO-LUMO gap (alpha / beta) ... 5.277 / 4.810 eV
Net charge ... +2
E_LUMO (alpha / beta) ... -7.723 / -8.206 eV
Energy relative to the best compared isomer or geometry (same formula, charge and spin) ... 0.0 kcal/mol

This record from the OMol25 dataset describes C41H33ClIrNOPSSi as an isolated structure. The level of theory is ωB97M-V/def2-TZVPD.

Last column: Mulliken spin population.
Cartesian coordinates (Å):
Ir1 -0.48 0.57 -1.09  0.450
Cl1 1.56 0.79 -2.67  -0.005
S1 -1.81 1.47 -2.96  0.060
P1 0.98 1.81 0.34  0.082
Si1 -0.47 -1.79 -0.83  0.312
O1 -2.21 1.21 -0.06  0.019
N1 -3.18 1.84 -0.73  0.011
C1 -2.62 -2.23 2.72  -0.001
C2 4.82 2.95 -1.95  0.007
C3 -2.14 -1.77 1.50  -0.014
C4 -5.28 2.92 -0.55  0.013
C5 -2.17 -2.34 -3.11  -0.025
C6 -0.06 5.69 2.58  0.004
C7 4.58 3.47 -0.69  -0.001
C8 -4.23 2.25 0.01  -0.012
C9 -0.07 4.34 0.60  0.046
C10 -1.99 -4.12 -1.51  0.013
C11 2.72 -4.29 -1.96  -0.002
C12 0.79 3.44 2.65  0.010
C13 2.73 1.80 -1.84  0.004
C14 2.27 -1.05 3.72  -0.001
C15 -1.64 -2.82 -1.91  0.036
C16 1.57 0.71 1.68  0.027
C17 -3.01 -3.14 -3.90  0.001
C18 3.69 -2.29 -1.07  0.000
C19 2.49 2.25 -0.55  -0.029
C20 -0.83 -3.83 2.81  -0.002
C21 0.58 0.11 2.47  -0.019
C22 3.88 2.11 -2.53  0.000
C23 0.93 -0.77 3.47  0.003
C24 3.84 -3.53 -1.66  0.003
C25 2.90 0.40 1.91  -0.012
C26 -3.13 2.06 -2.06  -0.015
C27 3.25 -0.46 2.94  0.001
C28 -2.82 -4.91 -2.29  0.002
C29 1.45 -3.78 -1.72  -0.005
C30 -1.00 -2.32 0.91  0.017
C31 1.27 -2.52 -1.13  0.018
C32 -3.32 -4.42 -3.49  0.000
C33 -0.34 -3.35 1.60  0.009
C34 -5.26 3.19 -1.92  -0.009
C35 -4.20 2.76 -2.66  0.006
C36 2.42 -1.80 -0.80  -0.039
C37 0.51 4.64 3.29  0.000
C38 -0.36 5.53 1.24  0.015
C39 0.51 3.28 1.30  -0.009
C40 -1.97 -3.27 3.37  0.004
C41 3.43 3.13 0.00  0.008
H1 -2.66 -0.96 0.99  0.001
H2 0.58 -4.37 -1.99  0.002
H3 -6.10 3.23 0.08  0.001
H4 -3.50 -1.79 3.16  0.000
H5 -1.62 -4.50 -0.57  0.003
H6 4.83 -3.92 -1.88  0.000
H7 -0.31 -4.64 3.31  0.000
H8 4.56 -1.69 -0.82  0.000
H9 2.83 -5.27 -2.40  0.000
H10 5.29 4.15 -0.24  -0.001
H11 4.30 -0.67 3.14  0.000
H12 3.68 0.83 1.29  0.000
H13 -4.15 2.01 1.06  0.000
H14 -4.14 2.93 -3.72  0.000
H15 5.72 3.20 -2.49  0.001
H16 3.24 3.52 0.99  0.002
H17 -0.82 6.35 0.69  0.001
H18 1.23 2.62 3.22  0.004
H19 -3.06 -5.92 -1.96  0.000
H20 0.73 4.76 4.34  0.000
H21 0.15 -1.24 4.06  0.000
H22 -0.46 0.34 2.28  0.002
H23 -1.94 -1.34 -3.43  -0.014
H24 -6.08 3.72 -2.39  -0.001
H25 2.32 -0.83 -0.32  0.010
H26 4.04 1.71 -3.53  -0.001
H27 2.54 -1.73 4.52  0.000
H28 0.55 -3.79 1.17  0.000
H29 -3.41 -2.74 -4.82  0.000
H30 -0.31 4.21 -0.46  0.005
H31 -0.27 6.63 3.08  0.000
H32 -2.36 -3.66 4.30  0.000
H33 -3.96 -5.05 -4.10  0.000

Summary:
Spin multiplicity ... 2
Total energy ... -89952.88809 eV
HOMO-LUMO gap (alpha / beta) ... 6.127 / 6.561 eV
E_LUMO (alpha / beta) ... 0.197 / -0.316 eV
Energy relative to the best compared isomer or geometry (same formula, charge and spin) ... 0.0 kcal/mol

This record from the OMol25 dataset describes C41H33N8O5SV as an isolated structure. The level of theory is ωB97M-V/def2-TZVPD.

Last column: Mulliken spin population.
Cartesian coordinates (Å):
V1 0.00 -0.38 0.38  1.879
S1 1.71 3.00 0.93  0.001
O1 -1.69 0.37 0.87  0.008
O2 1.02 3.97 1.74  0.001
O3 -1.36 -0.32 -1.53  -0.012
O4 -3.81 1.03 0.66  0.012
O5 1.78 3.21 -0.49  0.002
N1 -0.50 -2.21 0.59  -0.043
N2 0.48 -0.27 2.32  -0.076
N3 7.29 2.97 2.91  0.000
N4 1.06 1.52 1.12  0.036
N5 1.54 1.49 3.50  -0.006
N6 2.75 -0.79 -0.71  0.239
N7 1.73 -1.20 -0.10  -0.154
N8 1.22 0.69 -1.81  0.023
C1 3.02 -4.16 1.72  -0.014
C2 0.60 -2.96 0.95  -0.020
C3 3.80 3.98 2.32  0.000
C4 0.72 -0.45 4.65  -0.001
C5 2.47 0.29 -1.59  -0.016
C6 -2.70 1.62 -2.05  0.006
C7 1.36 0.79 4.60  0.012
C8 3.06 -2.99 1.02  0.018
C9 -1.91 2.66 -1.54  0.014
C10 -1.86 3.89 -2.16  0.004
C11 5.11 3.99 2.78  0.000
C12 -3.36 -1.57 -2.85  0.000
C13 -5.02 -0.67 -1.37  -0.001
C14 -2.01 -3.88 -0.37  -0.012
C15 1.05 1.65 -2.73  0.006
C16 -2.67 0.28 -1.30  0.013
C17 -2.81 -2.43 1.37  -0.004
C18 -4.29 -4.05 0.39  -0.004
C19 4.20 1.87 1.24  0.002
C20 -3.71 -0.70 -1.82  -0.004
C21 3.37 1.83 -3.17  -0.009
C22 -3.46 1.86 -3.19  -0.002
C23 1.78 -4.76 2.02  -0.002
C24 5.98 2.94 2.48  0.000
C25 1.85 -2.39 0.63  0.003
C26 3.57 0.83 -2.23  0.034
C27 2.09 2.24 -3.43  0.032
C28 -4.32 -2.40 -3.42  0.000
C29 1.05 0.96 2.37  0.033
C30 5.50 1.87 1.71  0.001
C31 3.35 2.92 1.54  0.002
C32 -5.63 -2.37 -2.97  0.000
C33 -4.06 -3.02 1.29  0.002
C34 -5.97 -1.50 -1.94  0.000
C35 -3.41 3.10 -3.82  0.000
C36 -2.80 0.59 0.19  -0.009
C37 0.29 -0.96 3.45  0.010
C38 -1.78 -2.86 0.53  0.018
C39 -2.61 4.11 -3.31  0.000
C40 -3.26 -4.49 -0.44  0.002
C41 0.60 -4.18 1.65  -0.008
H1 -2.59 5.08 -3.80  0.000
H2 -1.33 2.50 -0.63  -0.009
H3 3.99 -2.51 0.75  0.002
H4 4.22 2.27 -3.68  0.000
H5 -1.24 4.68 -1.75  0.000
H6 -4.86 -2.67 1.93  0.000
H7 -4.08 1.07 -3.59  0.000
H8 4.55 0.44 -1.99  -0.001
H9 -0.76 0.35 -1.88  -0.015
H10 3.85 1.02 0.66  0.001
H11 -0.35 -4.65 1.89  0.002
H12 -5.30 0.01 -0.57  0.000
H13 -2.63 -1.60 2.05  -0.001
H14 -6.99 -1.47 -1.58  0.000
H15 -2.34 -1.60 -3.20  0.000
H16 0.03 1.97 -2.91  0.007
H17 5.46 4.82 3.39  0.000
H18 3.12 4.78 2.58  0.000
H19 7.79 2.10 2.93  0.000
H20 -4.01 3.27 -4.70  0.000
H21 7.51 3.59 3.67  0.000
H22 6.17 1.04 1.48  0.000
H23 1.87 3.02 -4.15  0.000
H24 -5.27 -4.51 0.33  0.000
H25 0.57 -0.99 5.57  0.000
H26 -3.44 -5.28 -1.16  0.000
H27 -0.20 -1.92 3.35  -0.001
H28 1.76 -5.69 2.58  -0.001
H29 -1.21 -4.19 -1.03  -0.001
H30 -4.03 -3.08 -4.22  0.000
H31 -6.38 -3.02 -3.42  0.000
H32 1.76 1.23 5.51  0.001
H33 3.94 -4.63 2.03  -0.001

Summary:
Spin multiplicity ... 3
Total energy ... -101736.40090 eV
HOMO-LUMO gap (alpha / beta) ... 6.404 / 6.311 eV
E_LUMO (alpha / beta) ... -1.313 / -1.617 eV
Energy relative to the best compared isomer or geometry (same formula, charge and spin) ... 13.2 kcal/mol

no.,F_max (eV/A)
1,0.968
2,1.120
3,2.769
4,2.897